Here is a 2-piece molecular cluster, CBrFNO2 overall in a non-equilibrium geometry from OMol25. Energies are from ωB97M-V/def2-TZVPD.

Computed properties:
**LUMO level**: 3.719 eV
**Electronic energy**: -79380.4310 eV
**Relative energy (zero: lowest compared OMol25 entry of this formula, charge and spin)**: 0.900 eV
**Net charge**: -1
**Gap between HOMO and LUMO**: 5.85 eV

Atoms and positions in Å:
Br  -2.45476  0.42317  0.41049
F  -1.89717  -1.98893  -0.59175
O  0.88984  0.04040  1.30976
O  0.49002  1.40828  -0.50093
N  -1.62421  -0.53246  -0.79968
C  0.67727  0.62141  0.32525

Atoms 1-2, force components in eV/Å:
-2.090 1.375 2.572
-0.374 0.054 0.500

Here is an isolated ion of composition C7H9ClNS and charge +1 in a non-equilibrium geometry from OMol25. Energies are from ωB97M-V/def2-TZVPD.

Computed properties:
**LUMO level**: -3.594 eV
**Electronic energy**: -32243.3703 eV
**Relative energy (zero: lowest compared OMol25 entry of this formula, charge and spin)**: 0.174 eV
**Net charge**: +1
**Gap between HOMO and LUMO**: 8.35 eV
**Structure (SMILES)**: [NH3+]C/C(=C\Cl)c1cccs1

Atoms and positions in Å:
Cl  3.14091  -1.13694  0.31487
S  -2.12394  0.69027  0.33462
N  2.17965  1.57119  -0.18400
C  0.45414  -0.58534  0.25042
C  0.98034  1.09091  0.43109
C  -3.10972  -1.54966  0.06069
C  -3.53169  -0.33124  0.35208
C  1.42829  -1.49731  0.16149
C  -1.76419  -1.79719  -0.09195
C  -0.97675  -0.63862  0.18184
H  2.46537  2.25602  0.46891
H  2.09954  1.87518  -1.18496
H  0.06589  1.79373  0.19084
H  2.87311  0.79562  -0.07358
H  -1.48290  -2.86799  -0.32412
H  1.38602  -2.55624  0.15458
H  -3.75654  -2.38757  -0.09287
H  1.09346  1.04295  1.60936
H  -4.45533  0.09410  0.13081

Atoms 1-2, force components in eV/Å:
0.036 -0.025 0.061
0.475 -0.116 0.757

Here is C13H8N6O7OsS2 as an isolated structure from OMol25. Energies are from ωB97M-V/def2-TZVPD.

Computed properties:
**Spin multiplicity**: 5
**LUMO level (spin up / spin down)**: -8.845 / -9.887 eV
**Electronic energy**: -60996.1149 eV
**Relative energy (zero: lowest compared OMol25 entry of this formula, charge and spin)**: 3.666 eV
**Net charge**: +2
**⟨S²⟩**: 6.03
**Gap between HOMO and LUMO (spin up / spin down)**: 5.45 / 5.90 eV

Atoms and positions in Å:
Os  0.24727  1.23805  1.90696
S  3.98447  1.76348  -0.55210
S  -2.52190  2.46324  -1.48832
O  -0.88757  0.15648  2.93645
O  0.61279  -5.42762  -1.06009
O  0.25916  1.21523  -1.30163
O  -2.45475  -1.40662  2.61260
O  -0.45415  -1.42848  -3.73084
O  0.54545  -5.31028  1.10097
O  -1.57444  0.25717  -2.76748
N  3.43531  2.50137  1.96146
N  -0.71959  -0.92971  -2.65569
N  -1.13122  1.54139  0.53714
N  -2.17581  3.60761  0.89210
N  0.41790  -4.85669  -0.01360
N  1.66985  1.82115  0.55509
C  -0.84030  0.66506  -0.55485
C  -2.00660  0.70191  -1.52113
C  2.97636  2.07484  0.78148
C  -0.34701  -2.77919  1.07044
C  1.49221  1.36787  -0.77811
C  -0.69692  -1.42809  1.01916
C  -0.63101  -0.77367  -0.22778
C  -0.11462  -2.86607  -1.35240
C  -1.90128  2.57819  0.13018
C  -0.00197  -3.42940  -0.09873
C  2.61757  1.25126  -1.48693
C  -1.45021  -0.91374  2.24184
C  -0.47888  -1.52474  -1.40177
H  2.83874  2.97545  2.61947
H  0.04790  -3.45023  -2.24773
H  -1.85048  3.66665  1.84554
H  -2.81684  4.32544  0.58239
H  2.71412  0.94445  -2.51560
H  4.42618  2.63546  2.09925
H  -0.38840  -3.33947  1.99481
H  -2.84133  0.11226  -1.13255

Atoms 1-2, force components in eV/Å:
-0.241 0.043 0.297
0.027 -0.002 -0.130

Here is a 5-piece molecular cluster, C21H51O7PS overall in a non-equilibrium geometry from OMol25. Energies are from ωB97M-V/def2-TZVPD.

Computed properties:
**LUMO level**: 0.520 eV
**Electronic energy**: -57058.9816 eV
**Relative energy (zero: lowest compared OMol25 entry of this formula, charge and spin)**: 0.294 eV
**Net charge**: 0
**Gap between HOMO and LUMO**: 7.86 eV
**Structure (SMILES)**: CCP(CC)[C@@H]1CS(=O)(=O)OC[C@@H]1C.CC(C)O.CC(C)O.CC(C)O.CC(C)O

Atoms and positions in Å:
S  5.74663  -2.38630  0.95429
P  2.51678  -1.18941  3.56374
O  5.66332  -1.11367  0.28249
O  -2.51910  -1.34209  0.37862
O  1.77861  4.45531  2.53153
O  0.85304  -0.81586  -2.29888
O  7.07005  -2.88754  1.19848
O  -6.00531  -0.20895  -3.35704
O  4.94141  -3.45031  0.06926
C  1.48891  6.85840  2.56876
C  -0.01034  -0.47319  -4.53461
C  -4.55111  -2.31111  1.26633
C  -7.00690  -2.05828  -4.55597
C  -8.20990  0.13570  -4.29529
C  3.40615  1.16836  2.03147
C  -7.24306  -0.85170  -3.66056
C  3.29201  0.46678  3.40123
C  4.91667  -2.23097  2.54105
C  3.38701  -2.50968  2.58596
C  0.48453  0.17906  -3.25256
C  2.20428  5.67771  1.93058
C  2.56498  -1.80913  0.20104
C  2.81592  -2.93814  1.21633
C  -4.61330  -0.30832  -0.25248
C  0.70721  -1.15521  3.26594
C  0.10838  -0.54133  1.96776
C  3.73532  -4.00438  0.64248
C  1.65463  1.11435  -3.51478
C  -3.83886  -1.03882  0.83245
C  3.71554  5.81697  2.03148
H  1.73264  6.92081  3.63309
H  1.38057  1.90562  -4.21422
H  -5.54950  -2.09528  1.64960
H  -0.61928  0.22563  2.24002
H  -6.31402  -2.75545  -4.08395
H  1.77582  7.79863  2.09572
H  -2.59860  -1.91743  -0.39066
H  -4.71312  -0.93173  -1.14398
H  3.23564  -4.51406  -0.18105
H  1.50723  -1.70171  -0.01235
H  1.91598  5.60218  0.88120
H  0.36084  -2.18166  3.39893
H  -6.56477  -1.74609  -5.50623
H  -3.98292  -2.82333  2.04381
H  -3.70829  -0.38368  1.69575
H  5.18489  -1.22839  2.86307
H  4.00313  -4.76854  1.37870
H  3.02212  -0.86429  0.47522
H  4.21032  4.96353  1.56689
H  -5.61384  -0.03662  0.08762
H  4.02554  5.84805  3.07995
H  -7.80372  0.51335  -5.23781
H  -8.36825  0.99143  -3.63874
H  -9.17484  -0.33009  -4.50000
H  -4.09004  0.60031  -0.55109
H  0.78348  -1.07445  -4.98673
H  -7.93917  -2.58355  -4.76783
H  2.55160  1.00519  1.38071
H  -5.62222  0.10029  -4.18511
H  2.01740  4.48714  3.46433
H  0.40824  6.74147  2.48480
H  0.30245  -0.60915  4.11893
H  3.49983  2.24762  2.17682
H  -4.64852  -2.99843  0.42115
H  2.75117  1.12269  4.08609
H  3.02311  -2.09549  -0.74994
H  -0.33123  0.73715  -2.79054
H  0.84345  -0.07424  1.32370
H  1.86750  -3.44037  1.42441
H  4.30910  0.85410  1.50280
H  3.29419  -3.40099  3.20862
H  2.49860  0.56037  -3.93519
H  4.06354  6.72876  1.54405
H  -0.33031  0.27446  -5.26192
H  -7.64156  -1.18420  -2.70066
H  1.57712  -1.33044  -2.67255
H  -0.84923  -1.13823  -4.32622
H  4.29319  0.38456  3.82675
H  1.99319  1.57220  -2.58511
H  5.43077  -2.92836  3.19970
H  -0.45268  -1.29753  1.43035

Atoms 1-2, force components in eV/Å:
1.003 1.158 -0.353
0.320 -0.563 2.311